21
Properties=species:S:1:pos:R:3 method="wB97M-V/def2-TZVPD" total_energy_ha=-403.320188 gap_ev=5.15 homo_ev=-6.94 de_lowest_kcal_mol=160.9 charge=0
O 1.27 0.82 1.31
C 2.26 1.11 0.57
N 2.91 0.20 -0.15
C -0.91 0.81 -1.62
C -1.19 -0.44 -0.90
C -2.08 -0.64 0.34
C -3.02 0.57 0.45
H 2.71 2.12 0.87
H 3.95 0.36 -0.01
H -1.70 1.55 -1.70
H -0.03 0.94 -2.24
H -0.83 -1.39 -1.31
H -0.57 0.65 -0.44
H -1.46 -0.36 1.23
H -2.41 -1.71 0.33
H -3.94 0.43 1.08
H -3.42 0.99 -0.56
H -2.49 1.47 0.92
H 1.41 -1.38 -0.24
H 0.92 -2.54 0.78
O 0.87 -2.20 -0.15



21
Properties=species:S:1:pos:R:3 method="wB97M-V/def2-TZVPD" total_energy_ha=-403.516985 gap_ev=8.79 homo_ev=-7.98 de_lowest_kcal_mol=37.4 charge=0
C -0.74 -1.41 0.23
N 0.22 -0.35 2.72
C -0.29 0.49 1.73
C -0.70 0.07 0.52
C -1.13 1.02 -0.50
C -0.80 2.31 -0.61
H -1.43 -1.98 0.86
H 0.24 -1.86 0.33
H -1.04 -1.61 -0.79
H -0.05 -1.32 2.63
H 0.09 -0.01 3.66
H -0.29 1.53 2.01
H -1.77 0.62 -1.29
H -0.13 2.79 0.09
H -1.18 2.92 -1.41
H 1.27 1.13 -1.35
H 1.80 0.40 -0.16
O 1.95 0.49 -1.10
H 1.60 -2.16 -3.13
H 1.38 -1.14 -2.00
O 1.00 -1.93 -2.45



21
Properties=species:S:1:pos:R:3 method="wB97M-V/def2-TZVPD" total_energy_ha=-403.487580 gap_ev=10.25 homo_ev=-9.47 de_lowest_kcal_mol=55.9 charge=0
C -0.63 0.74 0.79
C -0.22 -0.73 0.47
C 0.61 -1.05 -0.86
C 0.60 -1.26 1.68
C -1.98 1.11 0.17
N -2.30 2.43 0.03
O -2.65 0.17 -0.16
H -0.72 0.88 1.99
H 0.10 1.36 0.53
H -1.11 -1.38 -0.01
H 1.60 -0.73 -0.55
H 0.67 -2.14 -1.05
H 0.16 -0.42 -1.67
H 0.65 -2.31 1.86
H 0.14 -0.93 2.61
H 1.75 -0.81 1.65
H -3.33 2.60 -0.14
H -1.78 3.23 0.42
H 3.35 0.18 -2.97
H 2.13 -0.72 -2.58
O 2.96 -0.22 -2.22



21
Properties=species:S:1:pos:R:3 method="wB97M-V/def2-TZVPD" total_energy_ha=-403.417602 gap_ev=9.51 homo_ev=-8.98 de_lowest_kcal_mol=99.8 charge=0
C 1.51 -1.76 0.97
N 0.21 -1.10 1.12
C -0.31 -0.72 -0.13
C -0.13 -1.37 -1.28
C -1.99 0.67 0.95
C -1.15 0.43 -0.03
H 2.34 -1.01 1.09
H 1.68 -2.60 1.55
H 1.74 -2.07 -0.10
H -0.51 -1.63 1.64
H 0.31 -2.23 -1.33
H -0.61 -1.12 -2.18
H -1.98 0.24 1.85
H -2.82 1.34 0.93
H -0.93 1.16 -0.89
H 0.96 1.78 1.44
H 0.09 3.00 1.29
O 0.87 2.72 1.69
H -0.02 0.78 -2.44
H 0.36 2.19 -2.89
O 0.37 1.29 -3.26



21
Properties=species:S:1:pos:R:3 method="wB97M-V/def2-TZVPD" total_energy_ha=-403.502811 gap_ev=9.87 homo_ev=-9.17 de_lowest_kcal_mol=46.3 charge=0
C 0.51 -0.70 0.26
C 1.54 -1.04 1.28
C 1.05 0.08 -0.94
N 0.06 0.17 -2.01
C -1.22 0.80 -1.62
C -2.31 -0.24 -1.52
O -3.29 -0.03 -0.83
H -0.28 -0.06 0.67
H -0.04 -1.56 -0.13
H 2.43 -1.60 0.99
H 1.11 -1.63 2.09
H 2.02 -0.22 1.84
H 1.94 -0.38 -1.37
H 1.37 1.08 -0.64
H 0.34 0.55 -2.91
H -1.50 1.59 -2.33
H -1.15 1.31 -0.66
H -2.21 -1.23 -1.98
H -0.02 0.37 2.89
H -0.27 1.79 3.24
O -0.08 0.97 3.67



21
Properties=species:S:1:pos:R:3 method="wB97M-V/def2-TZVPD" total_energy_ha=-403.230896 gap_ev=6.61 homo_ev=-8.83 de_lowest_kcal_mol=216.9 charge=0
O 1.59 -0.28 -1.03
C 1.21 -1.43 -0.27
C 0.75 -0.21 0.36
C -0.67 0.14 -0.06
C -1.48 1.23 0.83
C -1.41 -1.20 -0.42
N 0.35 -0.67 2.20
H 2.29 -1.82 -0.17
H 1.41 0.67 0.73
H -0.47 0.62 -1.01
H -0.69 1.99 1.04
H -1.67 0.80 1.77
H -2.38 1.62 0.39
H -0.80 -1.73 -1.23
H -1.13 -1.92 0.46
H -2.48 -1.23 -0.67
H 1.17 -0.30 2.56
H 0.36 -1.75 2.03
H 1.21 1.18 -1.98
H 1.76 2.22 -3.10
O 1.08 2.08 -2.42



21
Properties=species:S:1:pos:R:3 method="wB97M-V/def2-TZVPD" total_energy_ha=-403.494821 gap_ev=8.66 homo_ev=-7.89 de_lowest_kcal_mol=51.3 charge=0
N -1.18 -2.70 -1.32
C -0.72 -1.77 -0.39
C -1.18 -0.52 -0.33
C -0.72 0.52 0.61
C -1.52 1.17 1.45
C -1.06 2.33 2.30
H -0.81 -3.62 -1.35
H -1.91 -2.40 -1.93
H 0.05 -2.17 0.27
H -1.91 -0.20 -1.06
H 0.33 0.80 0.56
H -2.59 1.00 1.39
H -1.78 2.56 3.07
H -0.09 2.13 2.75
H -0.99 3.24 1.69
H 1.95 -1.52 -1.35
H 2.83 -0.43 -1.94
O 2.81 -1.10 -1.25
H 1.80 1.08 -0.75
H 2.83 1.95 0.01
O 2.08 1.99 -0.58



21
Properties=species:S:1:pos:R:3 method="wB97M-V/def2-TZVPD" total_energy_ha=-403.506279 gap_ev=10.13 homo_ev=-9.42 de_lowest_kcal_mol=44.1 charge=0
O 1.95 -1.65 0.59
C 0.80 -1.91 0.31
C -0.02 -1.18 -0.79
C -0.14 0.30 -0.46
C -0.90 1.12 -1.47
C -0.69 0.49 0.99
N -1.30 -1.93 -0.82
H 0.30 -2.77 0.80
H 0.44 -1.28 -1.77
H 0.88 0.74 -0.39
H -1.64 1.85 -1.11
H -0.21 1.82 -1.94
H -1.48 0.55 -2.21
H -1.77 0.39 1.05
H -0.39 1.52 1.20
H -0.13 -0.17 1.64
H -1.48 -2.20 -1.76
H -2.03 -1.65 -0.18
H 2.03 1.65 2.51
H 3.00 2.06 1.46
O 2.76 2.26 2.36



21
Properties=species:S:1:pos:R:3 method="wB97M-V/def2-TZVPD" total_energy_ha=-403.484718 gap_ev=9.99 homo_ev=-9.14 de_lowest_kcal_mol=57.7 charge=0
C -0.35 -0.96 2.15
O 0.93 -1.41 1.71
C -0.85 0.18 1.15
C -0.48 -0.14 -0.31
C 0.77 0.74 -0.71
C 1.11 0.33 -2.12
O 2.47 0.77 -2.42
N -2.27 0.41 1.38
H -1.13 -1.76 2.13
H -0.17 -0.41 3.10
H 0.75 -1.97 0.96
H -0.11 0.95 1.49
H -1.24 0.28 -1.00
H -0.25 -1.25 -0.47
H 1.54 0.75 0.06
H 0.45 1.87 -0.79
H 0.35 0.71 -2.78
H 1.12 -0.74 -2.25
H 2.74 0.58 -3.33
H -2.49 1.36 1.06
H -2.89 -0.28 0.99



21
Properties=species:S:1:pos:R:3 method="wB97M-V/def2-TZVPD" total_energy_ha=-403.484823 gap_ev=9.78 homo_ev=-9.00 de_lowest_kcal_mol=57.6 charge=0
C -0.75 -2.22 -0.76
N -0.40 -0.76 -1.00
C -0.12 -0.09 0.28
C 0.50 1.31 0.07
C 1.87 1.22 -0.64
O 1.95 2.22 -1.69
C -1.28 -0.10 1.33
O -1.01 -1.12 2.30
H -0.96 -2.55 -1.82
H 0.17 -2.69 -0.36
H -1.63 -2.29 -0.09
H -1.22 -0.35 -1.46
H 0.64 -0.76 0.72
H -0.11 1.83 -0.69
H 0.46 2.02 0.93
H 2.78 1.26 -0.02
H 1.93 0.32 -1.27
H 1.35 2.92 -1.48
H -1.45 0.89 1.80
H -2.24 -0.35 0.81
H -0.48 -0.71 3.05



21
Properties=species:S:1:pos:R:3 method="wB97M-V/def2-TZVPD" total_energy_ha=-403.461156 gap_ev=8.84 homo_ev=-8.19 de_lowest_kcal_mol=72.4 charge=0
C -1.42 -1.25 -0.78
N -1.30 -0.70 0.62
C 0.06 -0.40 1.04
C 0.69 0.66 0.07
C 2.18 0.55 0.07
O 2.72 0.12 -0.93
C 0.11 0.30 2.46
H -0.44 -1.67 -1.03
H -1.75 -0.38 -1.33
H -1.90 -2.20 -0.77
H -1.97 -0.01 0.93
H 0.79 -1.21 0.87
H 0.26 0.57 -0.90
H 0.41 1.71 0.27
H 2.84 1.03 0.82
H -0.82 0.17 3.01
H 0.83 -0.31 3.06
H 0.44 1.32 2.41
H 0.00 0.84 -2.92
H -1.04 0.67 -3.86
O -0.70 0.20 -3.09



21
Properties=species:S:1:pos:R:3 method="wB97M-V/def2-TZVPD" total_energy_ha=-403.456932 gap_ev=9.30 homo_ev=-8.49 de_lowest_kcal_mol=75.1 charge=0
C 2.10 -1.90 1.19
C 0.81 -1.21 0.59
N 1.18 -0.44 -0.57
C 0.01 0.73 -2.57
C 0.05 -0.31 -1.51
C -1.28 -0.02 -0.74
O -2.02 0.87 -1.06
H 2.32 -2.78 0.56
H 2.96 -1.20 1.00
H 2.00 -2.28 2.30
H 0.10 -2.10 0.25
H 0.30 -0.62 1.42
H 1.75 0.50 -0.38
H 0.50 1.71 -2.25
H -0.95 0.95 -2.96
H 0.69 0.61 -3.42
H -0.09 -1.33 -1.93
H -1.47 -0.65 0.06
H -3.43 2.53 3.77
H -2.79 3.98 3.14
O -2.75 2.95 3.12



21
Properties=species:S:1:pos:R:3 method="wB97M-V/def2-TZVPD" total_energy_ha=-403.417019 gap_ev=9.68 homo_ev=-9.00 de_lowest_kcal_mol=100.1 charge=0
C 1.39 -0.64 -0.85
O 1.13 -1.53 -1.87
C 0.12 0.27 -0.75
C 0.30 1.72 -0.16
C -0.62 2.13 0.93
C 0.48 3.60 2.55
N -0.15 2.54 2.25
H 1.66 -1.04 0.07
H 2.17 -0.08 -1.37
H 0.69 -2.42 -1.66
H -0.37 0.32 -1.80
H -0.57 -0.18 -0.01
H 1.35 1.84 0.00
H 0.28 2.57 -1.01
H -1.43 2.80 0.66
H -1.29 1.22 1.15
H 0.50 3.77 3.72
H 0.92 4.24 1.95
H -2.80 -6.86 -0.94
H -1.51 -7.31 -1.20
O -2.26 -6.96 -1.67



21
Properties=species:S:1:pos:R:3 method="wB97M-V/def2-TZVPD" total_energy_ha=-403.511505 gap_ev=10.37 homo_ev=-9.77 de_lowest_kcal_mol=40.9 charge=0
C 2.15 0.54 0.46
O 2.63 0.54 1.82
C 0.70 0.04 0.39
C 0.04 0.77 -0.81
C -1.43 0.41 -1.05
C -1.78 -1.06 -1.24
O -2.30 -1.68 -0.08
N -0.18 0.17 1.57
H 2.82 -0.04 -0.19
H 2.26 1.58 0.14
H 2.87 -0.36 2.03
H 0.64 -1.02 0.15
H 0.15 1.84 -0.68
H 0.43 0.45 -1.79
H -2.06 0.75 -0.21
H -1.86 1.00 -1.87
H -2.49 -1.27 -2.04
H -0.85 -1.56 -1.58
H 0.19 0.89 2.19
H -1.87 -1.29 0.69
H -0.08 -0.68 2.11



21
Properties=species:S:1:pos:R:3 method="wB97M-V/def2-TZVPD" total_energy_ha=-403.494149 gap_ev=8.93 homo_ev=-8.31 de_lowest_kcal_mol=51.7 charge=0
C -0.33 -1.33 -2.06
N -0.21 -1.21 0.90
C 0.79 -0.63 0.08
C 0.81 -0.68 -1.27
C 1.85 0.15 2.19
C 1.83 0.07 0.85
H -0.49 -2.38 -1.82
H -1.25 -0.83 -1.71
H -0.27 -1.20 -3.13
H -0.92 -1.71 0.36
H -0.68 -0.43 1.33
H 1.47 0.05 -1.76
H 1.37 -0.59 2.83
H 2.51 0.88 2.64
H 2.73 0.44 0.33
H -0.37 1.09 -1.31
H -1.19 2.20 -1.96
O -0.72 1.98 -1.13
H -2.87 1.72 1.12
H -1.92 1.12 0.18
O -2.59 0.84 0.83



21
Properties=species:S:1:pos:R:3 method="wB97M-V/def2-TZVPD" total_energy_ha=-403.378248 gap_ev=4.94 homo_ev=-7.29 de_lowest_kcal_mol=124.5 charge=0
N -0.63 -1.43 1.27
C 0.10 -0.25 0.88
C -0.72 1.06 0.73
C 3.58 0.17 -0.84
C 2.37 0.56 0.03
C 1.41 -0.35 0.52
H -1.58 -1.40 0.84
H -0.13 -2.22 0.92
H -1.70 0.83 0.74
H -0.38 1.87 1.37
H 3.06 -0.21 -1.76
H 4.23 -0.62 -0.33
H 4.37 0.95 -1.21
H 2.24 1.62 0.22
H 1.76 -1.42 0.37
H -3.23 -0.06 -0.54
H -3.27 1.00 -1.96
O -2.64 0.49 -1.31
H -4.51 -1.11 0.09
H -0.63 1.31 -0.35
O -3.70 -0.78 0.33



21
Properties=species:S:1:pos:R:3 method="wB97M-V/def2-TZVPD" total_energy_ha=-403.488589 gap_ev=9.69 homo_ev=-9.07 de_lowest_kcal_mol=55.2 charge=0
O -2.77 -0.24 -0.79
C -2.42 -0.93 0.12
C -1.14 -1.72 0.12
C 0.09 -0.86 0.38
C 1.50 -1.44 0.25
C 2.37 -0.44 -0.53
N 3.78 -0.79 -0.56
H -3.13 -1.13 0.95
H -1.08 -2.13 -0.89
H -1.04 -2.60 0.76
H 0.03 0.04 -0.21
H -0.02 -0.26 1.29
H 2.02 -1.44 1.20
H 1.48 -2.44 -0.19
H 2.00 -0.24 -1.54
H 2.28 0.55 -0.08
H 4.19 -1.04 0.32
H 3.97 -1.39 -1.34
H -2.12 4.84 1.51
H -2.23 4.79 0.20
O -1.67 5.33 0.79



21
Properties=species:S:1:pos:R:3 method="wB97M-V/def2-TZVPD" total_energy_ha=-403.531117 gap_ev=10.88 homo_ev=-10.00 de_lowest_kcal_mol=28.5 charge=0
C 2.12 0.99 -0.73
C 2.75 -0.33 -1.05
C -1.06 -0.42 -0.93
N 1.69 1.38 0.39
H 2.07 1.72 -1.54
H -0.12 1.60 0.57
H 1.71 0.66 1.11
H 2.46 -0.66 -2.04
H 3.84 -0.22 -1.04
H -0.04 -0.28 -1.25
H -1.73 0.16 -1.56
H -1.29 -1.48 -1.03
H 2.47 -1.08 -0.32
C -2.67 -0.38 1.04
C -1.26 -0.01 0.59
O -0.27 -0.73 1.30
O -1.09 1.34 0.79
H -0.56 -0.84 2.22
H -3.40 0.13 0.43
H -2.82 -1.46 0.97
H -2.81 -0.07 2.07



21
Properties=species:S:1:pos:R:3 method="wB97M-V/def2-TZVPD" total_energy_ha=-403.194403 gap_ev="9.63 / 4.81" homo_ev="-13.54 / -13.54" de_lowest_kcal_mol=31.0 s_squared=0.763 charge=+1 spin_multiplicity=2
C 0.85 1.08 0.36
N 0.04 0.02 -0.10
C -2.11 1.71 -0.91
C -2.45 0.48 -0.08
C -1.19 -0.35 0.53
C -1.32 -1.86 0.41
O 0.86 1.34 1.53
H 1.43 1.63 -0.37
H 0.29 -0.60 -0.88
H -1.93 1.58 -1.98
H -2.93 2.42 -0.82
H -1.28 2.24 -0.45
H -2.98 0.74 0.82
H -3.02 -0.26 -0.64
H -1.11 -0.03 1.57
H -0.38 -2.37 0.61
H -1.73 -2.16 -0.56
H -1.97 -2.29 1.17
H 6.67 -1.56 -0.62
H 7.18 -0.98 0.68
O 7.08 -0.76 -0.26



21
Properties=species:S:1:pos:R:3 method="wB97M-V/def2-TZVPD" total_energy_ha=-403.115415 gap_ev="11.17 / 4.98" homo_ev="-14.26 / -13.89" de_lowest_kcal_mol=80.6 s_squared=0.757 charge=+1 spin_multiplicity=2
C 1.17 -1.34 1.18
O 2.35 -1.72 0.51
C 0.25 -0.54 0.23
C -0.91 0.27 0.97
C -0.26 1.66 1.17
C -0.24 2.65 0.25
N -0.31 -1.52 -0.81
H 1.57 -0.70 2.02
H 0.62 -2.17 1.67
H 2.71 -1.19 -0.24
H 0.82 0.10 -0.35
H -1.75 0.35 0.27
H -1.22 -0.07 1.96
H 0.15 1.68 2.18
H -0.14 3.80 0.42
H -0.90 2.43 -0.64
H 0.32 -1.76 -1.58
H -0.67 -2.36 -0.40
H -1.05 0.23 -2.10
H -1.66 -0.07 -3.53
O -0.83 0.26 -3.17